13
Properties=species:S:1:pos:R:3 method="wB97M-V/def2-TZVPD" e_tot_ha=-3612.27547 total_charge=+1 lumo_ev=-5.46 homo_energy_ev=-12.8
C -0.01745 0.53496 -2.16331
C -0.51124 0.59925 -0.88988
C -0.44623 -0.59479 0.03188
Al -0.10466 -0.50274 2.08166
Br 2.06657 0.68396 2.30487
H -0.60373 0.66257 -3.06901
H 1.04651 0.39096 -2.38378
H -1.02492 1.49781 -0.54961
H 0.19727 -1.36224 -0.41905
H -1.49851 -0.89168 0.00189
H 0.19293 -1.95407 2.59942
H -1.27062 0.28267 2.78049
Ca 1.97411 0.65333 -0.32557

=====

15
Properties=species:S:1:pos:R:3 method="wB97M-V/def2-TZVPD" e_tot_ha=-2914.25658 total_charge=+3 lumo_ev=-16.77 homo_energy_ev=-21.7
C 1.51669 0.62594 0.35062
C 0.45001 -0.21794 -0.56389
O -0.18264 0.77990 -1.48233
B -1.27761 1.36734 -0.63745
O -1.82795 0.34866 0.31839
C -0.91908 -0.82540 0.10167
Br -0.75162 -2.14631 1.63894
H 1.05197 1.19815 1.26079
H 2.31884 -0.12788 0.80876
H 2.02812 1.43121 -0.36582
H 0.95993 -1.14989 -1.05933
H -0.83910 2.18168 0.12506
H -2.09671 1.95702 -1.24053
H -1.43413 -1.38575 -0.81817
Hf 1.00329 -4.03671 1.56329

=====

17
Properties=species:S:1:pos:R:3 method="wB97M-V/def2-TZVPD" e_tot_ha=-1587.77972 total_charge=+1 lumo_ev=-7.29 homo_energy_ev=-11.9
C -0.57756 1.17174 -1.46617
C -0.49114 0.17378 -0.34962
O 0.11292 -1.10905 -0.65149
B 0.12014 -1.68715 0.65758
I -1.62376 -3.17636 0.77827
O 0.00741 -0.70043 1.67299
C 0.27624 0.49849 0.95583
S -0.17300 1.96938 1.86308
S 2.11741 0.39811 0.67035
H -0.08006 0.80951 -2.35554
H -1.61904 1.29345 -1.73002
H -0.19467 2.14482 -1.19243
H -1.49029 -0.11492 -0.02455
H 1.09299 -2.44669 0.85716
H -0.63714 2.72922 0.86299
H 2.38728 1.60558 0.15897
Mg 0.77229 -3.55947 -0.70739